DFT (the ωB97M-V functional and the def2-TZVPD basis) results for the molecule C21H27N3OS.

- Highest occupied orbital energy: -6.93 eV
- Strongest force on any atom: 0.70 eV/Å
- SMILES string: COc1ccc(N2CC[C@@H](CNC(=S)Nc3c(C)cccc3C)C2)cc1
- M: 369.5 g mol⁻¹
- ΔE to the lowest compared entry with this formula, charge and spin: 54.3 kJ/mol

Cartesian coordinates (Å):
C: -6.159 -3.283 0.309
O: -6.234 -1.913 0.604
C: -5.168 -1.120 0.259
C: -5.274 0.229 0.590
C: -4.265 1.116 0.289
C: -3.101 0.691 -0.364
N: -2.110 1.577 -0.716
C: -2.123 2.961 -0.301
C: -0.833 3.524 -0.890
C: 0.138 2.344 -0.805
C: 0.816 2.281 0.570
N: 1.726 1.170 0.671
C: 1.494 0.077 1.425
S: 0.213 -0.072 2.462
N: 2.381 -0.946 1.321
C: 3.502 -1.014 0.465
C: 3.522 -2.001 -0.528
C: 2.368 -2.947 -0.666
C: 4.621 -2.083 -1.369
C: 5.680 -1.202 -1.234
C: 5.658 -0.244 -0.239
C: 4.579 -0.139 0.632
C: 4.607 0.874 1.737
C: -0.771 1.132 -1.043
C: -3.009 -0.662 -0.696
C: -4.020 -1.555 -0.388
H: -6.080 -3.461 -0.769
H: -7.088 -3.717 0.676
H: -5.313 -3.760 0.817
H: -6.167 0.564 1.094
H: -4.384 2.150 0.570
H: -3.005 3.470 -0.699
H: -2.130 3.059 0.794
H: -0.476 4.399 -0.348
H: -0.990 3.797 -1.933
H: 0.916 2.409 -1.572
H: 1.368 3.211 0.749
H: 0.069 2.152 1.356
H: 2.450 1.103 -0.030
H: 2.090 -1.799 1.779
H: 2.350 -3.650 0.167
H: 2.448 -3.516 -1.589
H: 1.421 -2.407 -0.667
H: 4.644 -2.840 -2.139
H: 6.527 -1.271 -1.898
H: 6.494 0.429 -0.119
H: 4.303 1.857 1.377
H: 3.938 0.590 2.545
H: 5.617 0.964 2.131
H: -0.474 0.285 -0.414
H: -0.727 0.812 -2.093
H: -2.139 -1.035 -1.213
H: -3.894 -2.590 -0.665

Atoms 1-2, force components in eV/Å:
0.01 -0.18 -0.05
0.08 0.35 0.04